The following is a quantum chemistry calculation of a 2-piece molecular cluster, C4H12N4 overall, from the Open Molecules 2025 dataset.

```
! wB97M-V def2-TZVPD RIJCOSX def2/J DEFGRID3
* xyz 0 1
H 1.981 1.957 -0.919
N 1.569 1.643 -0.043
C 1.572 0.373 0.123
C 1.163 -0.183 1.462
N 2.342 -0.547 -0.631
H 0.588 0.553 2.013
H 0.535 -1.063 1.315
H 2.041 -0.536 2.000
H 2.836 -0.190 -1.436
H 2.635 -1.427 -0.239
N -2.652 -1.119 0.367
C -1.679 -0.998 -0.625
C -1.006 0.163 -0.880
N -1.351 1.422 -0.350
H -3.418 -1.736 0.138
H -2.977 -0.234 0.735
H -1.632 -1.828 -1.313
H -0.472 0.200 -1.822
H -1.464 1.458 0.655
H -0.608 2.090 -0.552
*
```

## Properties
Relative energy (zero: lowest compared OMol25 entry of this formula, charge and spin) ... 26.7 kcal/mol
E_LUMO ... 0.0360 Eh
Frontier orbital gap ... 7.98 eV
HOMO ... -7.00 eV
Structure (SMILES) ... [H]/N=C(/C)N.N/C=C\N

The following is a quantum chemistry calculation of a 2-piece molecular cluster, C4H8N2 overall, from the Open Molecules 2025 dataset.

```
! wB97M-V def2-TZVPD RIJCOSX def2/J DEFGRID3
* xyz 0 1
C -1.388 -0.160 0.007
C 1.936 -0.521 0.383
C -1.920 0.949 -0.645
C 1.241 0.549 -0.720
N 1.765 -2.508 1.762
N 1.897 -1.324 1.274
H -2.723 0.992 -1.482
H -2.374 1.569 0.237
H -1.250 1.646 -1.094
H 1.779 1.232 -1.334
H 0.655 -0.312 -1.130
H 0.485 1.165 -0.313
H 2.005 -2.395 2.775
H -2.107 -0.884 0.280
*
```

## Properties
Relative energy (zero: lowest compared OMol25 entry of this formula, charge and spin) ... 207.0 kcal/mol
E_LUMO (alpha / beta) ... -0.0215 / -0.0221 Eh
Frontier orbital gap (alpha / beta) ... 7.15 / 7.13 eV
HOMO (alpha / beta) ... -7.73 / -7.73 eV

The following is a quantum chemistry calculation of the molecule C6H12O, from the Open Molecules 2025 dataset.

```
! wB97M-V def2-TZVPD RIJCOSX def2/J DEFGRID3
* xyz 0 1
C -1.450 -1.344 0.326
C 0.078 -1.138 0.384
C 0.409 0.301 0.024
C 0.157 0.669 -1.450
O -0.471 -0.333 -2.223
C 1.529 1.061 0.681
C 0.109 1.299 1.109
H -1.906 -0.978 -0.599
H -1.903 -0.763 1.134
H -1.756 -2.387 0.444
H 0.427 -1.349 1.401
H 0.659 -1.844 -0.233
H 1.113 0.927 -1.923
H -0.493 1.543 -1.515
H -0.144 -1.184 -1.917
H 1.991 1.842 0.078
H 2.216 0.560 1.357
H -0.378 2.235 0.855
H -0.188 0.884 2.070
*
```

## Properties
Relative energy (zero: lowest compared OMol25 entry of this formula, charge and spin) ... 34.2 kcal/mol
E_LUMO ... 0.0365 Eh
Frontier orbital gap ... 10.70 eV
HOMO ... -9.71 eV
Structure (SMILES) ... CCC1(CO)CC1

The following is a quantum chemistry calculation of a 3-piece molecular cluster, C6H14N2 overall, from the Open Molecules 2025 dataset.

```
! wB97M-V def2-TZVPD RIJCOSX def2/J DEFGRID3
* xyz 0 1
C -0.560 0.283 0.769
C 0.562 -0.981 -1.137
C -2.014 0.314 0.390
C 1.628 -1.729 -0.381
C 0.379 0.922 0.023
N -0.499 1.681 2.340
N -0.525 -1.759 -1.536
C 1.100 1.891 -0.465
H -0.236 -0.527 1.416
H 0.929 -0.371 -1.958
H 0.467 1.803 2.649
H -0.778 2.591 1.967
H -0.908 -2.388 -0.842
H -1.054 -1.485 -2.351
H -2.232 1.119 -0.311
H 1.211 -2.229 0.499
H -2.596 0.487 1.295
H -2.330 -0.637 -0.042
H 2.095 -2.497 -1.011
H 2.413 -1.053 -0.045
H 1.215 2.828 0.064
H 1.732 1.738 -1.333
*
```

## Properties
Relative energy (zero: lowest compared OMol25 entry of this formula, charge and spin) ... 130.9 kcal/mol
E_LUMO (alpha / beta) ... 0.0296 / 0.0296 Eh
Frontier orbital gap (alpha / beta) ... 7.20 / 7.20 eV
HOMO (alpha / beta) ... -6.40 / -6.39 eV

The following is a quantum chemistry calculation of a 5-piece molecular cluster, C18H32N5O9P overall, from the Open Molecules 2025 dataset.

```
! wB97M-V def2-TZVPD RIJCOSX def2/J DEFGRID3
* xyz 0 1
C 1.638 0.185 -2.397
P 0.625 1.642 -2.829
O 1.705 2.594 -3.622
C -0.376 0.888 -4.135
C -1.345 0.001 -3.914
N -1.808 -0.560 -2.710
C -2.953 -0.311 -2.358
O -4.034 -0.129 -2.008
C -1.953 -0.420 -5.208
O -2.803 -1.222 -5.411
O -1.349 0.323 -6.193
C -0.322 1.052 -5.625
O 0.457 1.668 -6.272
H 2.002 -0.275 -3.315
H 0.991 -0.534 -1.905
H 2.469 0.477 -1.772
H 1.767 3.427 -3.148
C 3.961 -1.244 2.908
N 4.099 -1.453 1.483
C 5.406 -1.802 0.938
C 3.062 -1.338 0.639
O 3.128 -1.502 -0.566
H 4.604 -0.426 3.240
H 4.237 -2.147 3.456
H 2.928 -0.993 3.145
H 5.714 -1.047 0.214
H 5.352 -2.761 0.431
H 6.137 -1.862 1.736
H 2.116 -1.073 1.145
C -3.755 0.758 3.056
N -3.545 1.219 1.698
C -4.699 1.662 0.933
C -2.328 1.256 1.128
O -2.097 1.636 -0.007
H -4.431 -0.098 3.061
H -4.201 1.552 3.656
H -2.807 0.461 3.502
H -4.812 1.063 0.032
H -4.574 2.703 0.630
H -5.587 1.564 1.554
H -1.528 0.911 1.806
C -9.099 4.852 3.832
N -8.320 3.697 3.434
C -8.174 3.392 2.021
C -7.724 2.893 4.333
O -7.063 1.910 4.052
H -10.129 4.758 3.481
H -8.670 5.765 3.414
H -9.106 4.934 4.916
H -8.570 2.399 1.804
H -7.122 3.405 1.737
H -8.714 4.132 1.437
H -7.894 3.209 5.375
C 8.751 -5.386 -2.084
N 8.277 -4.299 -1.253
C 7.977 -3.014 -1.865
C 8.103 -4.434 0.074
O 7.707 -3.547 0.807
H 9.686 -5.112 -2.576
H 8.012 -5.633 -2.849
H 8.925 -6.268 -1.470
H 8.597 -2.232 -1.426
H 6.932 -2.749 -1.701
H 8.170 -3.073 -2.933
H 8.353 -5.442 0.445
*
```

## Properties
E_LUMO ... -0.0129 Eh
Frontier orbital gap ... 7.98 eV
HOMO ... -8.33 eV
Structure (SMILES) ... CP(O)C1=C(N=C=O)C(=O)OC1=O.CN(C)C=O.CN(C)C=O.CN(C)C=O.CN(C)C=O

The following is a quantum chemistry calculation of the molecule FH5N3P, from the Open Molecules 2025 dataset.

```
! wB97M-V def2-TZVPD RIJCOSX def2/J DEFGRID3
* xyz 0 1
N -1.086 1.297 0.019
P -0.224 0.069 -0.302
N -0.867 -1.115 0.634
N 1.487 0.214 -0.198
F -0.133 -0.657 -1.883
H -1.340 1.951 -0.653
H -1.480 -0.575 1.205
H -0.226 -1.622 1.229
H 1.924 -0.600 -0.195
H 1.944 1.038 0.144
*
```

## Properties
Relative energy (zero: lowest compared OMol25 entry of this formula, charge and spin) ... 5.3 kcal/mol
E_LUMO ... 0.0278 Eh
Frontier orbital gap ... 10.60 eV
HOMO ... -9.85 eV
Structure (SMILES) ... N=P(N)(N)F

Table of E_tot (hartree), in record order: -378.5957, -266.3922, -311.0048, -346.3185, -1997.3996, -608.5354